1.
ORCA calculation (ωB97M-V with the def2-TZVPD basis set) on a single C18H22N6O2 molecule in a non-equilibrium geometry.

The geometry in XYZ format:
```
48
Properties=species:S:1:pos:R:3:forces:R:3
C -0.22387 -5.49441 -3.33058 -0.284 1.332 1.268
C -0.49138 -4.17478 -2.42927 0.053 -1.153 0.700
C 0.85733 -3.83053 -1.66473 -0.630 2.027 -0.369
N 0.56145 -2.64588 -0.76682 -1.069 -1.182 1.437
C 1.49440 -1.64861 -0.51775 -1.115 -1.345 -2.159
O 2.60248 -1.59773 -0.97638 1.829 -1.261 -0.740
C 1.00911 -0.42716 0.01802 -1.869 1.890 -1.712
C 0.45360 0.59472 -0.80844 0.045 0.697 1.043
N 0.06608 1.79363 -0.29542 -0.037 -0.879 0.572
C 0.14853 1.91482 1.06549 1.695 -2.432 -0.849
N -0.18600 3.03792 1.73603 -1.057 1.711 -0.101
C -0.88976 4.28050 1.22927 0.550 -1.004 -0.625
C -2.41508 4.24705 1.32010 2.732 -0.313 -0.387
C -3.05546 3.11705 0.87883 2.361 -0.158 -1.402
N -4.35648 3.04504 0.74968 -1.262 0.775 -1.483
C -5.00512 4.22530 0.83249 0.394 0.381 2.952
N -4.47293 5.38119 1.40465 -1.116 -2.059 -2.157
C -3.15355 5.34062 1.58244 -1.676 1.526 1.272
C -0.29845 4.98257 -0.07117 -0.042 -1.197 4.039
C -0.04277 5.51561 1.35805 -1.011 -0.795 -1.592
N 0.72039 0.93716 1.84631 -0.434 2.050 0.829
C 1.20554 -0.16033 1.31296 -1.761 2.314 0.145
C -0.60925 -2.97850 0.19362 0.356 -0.868 0.089
C -1.89563 -3.19071 -0.59455 0.415 -0.595 0.614
C -3.00784 -3.70249 0.37780 -0.399 1.045 -1.706
O -1.64528 -4.33889 -1.43515 1.232 0.096 -2.002
H -0.21110 -6.33829 -2.63619 0.398 -0.049 -0.178
H 0.75706 -5.39012 -3.91121 -1.488 -0.112 0.889
H -1.08302 -5.66640 -3.98647 0.328 0.183 -0.110
H -0.84943 -3.40124 -3.12507 0.625 0.226 0.441
H 1.60118 -3.43964 -2.42328 -0.681 -0.678 0.907
H 1.29896 -4.65372 -1.05855 -0.522 0.282 -0.631
H 0.38006 0.52370 -1.92093 0.039 -0.225 1.120
H -0.00931 2.95895 2.74675 -0.242 0.184 -0.865
H -2.28942 2.45627 0.34722 -1.810 -0.421 1.166
H -6.10190 4.18200 0.67291 0.906 0.301 -0.033
H -2.76843 6.24842 2.02863 0.414 0.046 -0.096
H -0.96312 5.33392 -0.80386 -0.847 0.862 -0.360
H 0.52739 4.47622 -0.40334 1.680 -1.227 -1.233
H -0.49316 6.45070 1.51008 -0.482 1.032 0.844
H 0.91560 5.30908 1.79698 0.287 0.304 -0.110
H 1.68861 -0.84253 1.91698 0.980 -1.288 1.513
H -0.94384 -2.29012 1.00162 1.388 0.275 -0.618
H -0.39629 -3.99928 0.71488 -0.062 1.708 -0.896
H -2.16609 -2.22386 -1.13165 0.156 -1.291 0.268
H -3.44564 -3.11083 1.15043 0.407 1.554 0.419
H -3.89125 -3.91711 -0.20713 -0.066 -0.594 -0.402
H -2.69551 -4.54256 0.91617 0.694 -1.676 0.288
```
Forces are in eV/Å.

Computed properties:
Relative energy (zero: lowest compared OMol25 entry of this formula, charge and spin) (kcal/mol): 125.4
LUMO (eV): 0.47
SMILES: C[C@@H]1CN(C(=O)c2cnc(NC3(c4cncnc4)CC3)nc2)C[C@H](C)O1
Total energy (eV): -32054.8785

Löwdin atomic charge list, values in e, 6 entries: -0.04, -0.25, -0.08, 0.00, -0.49, 0.11


2.
ORCA calculation (ωB97M-V with the def2-TZVPD basis set) on a molecular structure, C18H22N6OOsS.

The geometry in XYZ format:
```
49
Properties=species:S:1:pos:R:3:forces:R:3
Os 0.57856 0.06204 -0.03357 0.088 0.300 -0.259
C -0.87511 4.80447 -1.94021 -0.007 -0.013 -0.007
C -0.19906 4.37685 -0.69492 -0.008 -0.082 0.040
N 0.20710 5.13565 0.26335 0.032 0.053 -0.017
N 0.76283 4.29608 1.18803 0.009 -0.036 0.035
C 0.70977 3.01711 0.83648 -0.049 0.039 -0.116
S 1.23949 1.62004 1.62657 -0.020 -0.237 0.009
N 0.09073 3.04927 -0.37028 -0.019 0.193 -0.078
N -0.14328 1.89259 -1.12668 0.029 -0.121 0.164
H -0.95414 5.88834 -1.93205 0.000 0.002 0.000
H -1.88091 4.38610 -2.00820 0.000 0.003 0.001
H -0.30769 4.50504 -2.82306 0.002 0.006 0.002
H 1.15964 4.67902 2.03333 -0.008 -0.004 0.007
H -1.14114 1.82462 -1.32416 0.004 0.059 -0.030
H 0.37207 1.95534 -2.00480 0.034 -0.023 0.007
N 4.38776 0.37817 -1.77259 -0.016 0.051 -0.014
C 3.28048 0.02562 -1.15484 -0.053 -0.190 0.114
O 2.29764 0.81080 -1.07190 0.120 0.130 -0.199
C 3.11621 -1.33200 -0.54081 -0.031 0.035 -0.065
C 2.10472 -1.21413 0.60048 0.076 0.061 0.183
H 4.46810 1.29086 -2.19508 0.012 -0.003 0.000
H 5.17955 -0.24226 -1.81848 -0.001 -0.004 0.004
H 4.07073 -1.75330 -0.22188 0.003 -0.004 0.003
H 2.72273 -1.97810 -1.33380 0.023 0.003 -0.010
H 2.59349 -0.84822 1.50459 0.012 -0.015 -0.012
H 1.68264 -2.19465 0.82577 -0.020 0.004 -0.008
C -3.53814 -1.20364 3.81757 0.003 0.019 0.044
C -2.39946 -0.41563 3.95214 -0.027 -0.022 -0.013
C -1.51418 -0.29310 2.89913 0.038 -0.041 -0.089
C -1.76993 -0.97270 1.70697 0.003 0.034 0.096
C -2.91160 -1.76329 1.56870 -0.007 0.002 -0.050
C -3.79398 -1.87217 2.62859 -0.016 -0.013 -0.032
N -0.88024 -0.84779 0.61727 -0.302 -0.294 0.388
C -0.79446 -1.85182 -0.39508 0.005 0.034 -0.104
C -0.68943 -1.36956 -1.70853 0.084 0.020 -0.084
C -0.23779 -2.23972 -2.72362 -0.032 0.039 0.035
C 0.05065 -3.54532 -2.42428 0.015 -0.043 -0.002
C -0.12484 -4.03136 -1.11404 0.009 -0.008 -0.040
C -0.53148 -3.20183 -0.10059 0.027 0.076 0.085
H -4.22768 -1.29808 4.64553 0.002 0.003 -0.001
H -2.20323 0.09573 4.88429 0.011 0.004 -0.005
H -0.62055 0.30394 2.99426 0.025 0.027 0.027
H -3.11424 -2.27234 0.63495 -0.009 -0.011 0.009
H -4.68352 -2.47827 2.52787 0.003 -0.003 -0.012
H -1.16826 -0.44043 -1.98522 -0.044 -0.008 -0.024
H -0.18155 -1.88650 -3.74446 -0.004 0.008 0.003
H 0.37324 -4.21959 -3.20596 0.000 -0.013 0.014
H 0.07230 -5.07413 -0.90307 -0.002 -0.001 0.005
H -0.63454 -3.55776 0.91628 0.003 -0.014 -0.004
```
Forces are in eV/Å.

Computed properties:
Charge: +2
Relative energy (zero: lowest compared OMol25 entry of this formula, charge and spin) (kcal/mol): 0.0
LUMO (spin up / spin down) (eV): -7.28 / -7.28
Total energy (eV): -43299.2954

Löwdin atomic charge list, values in e, 6 entries: 1.24, 0.02, -0.29, 0.17, 0.08, -0.66


3.
ORCA calculation (ωB97M-V with the def2-TZVPD basis set) on a molecular structure, C18H22N8NaO2S in a non-equilibrium geometry.

The geometry in XYZ format:
```
52
Properties=species:S:1:pos:R:3:forces:R:3
Na -0.84819 -0.62687 -1.15684 -0.589 1.151 0.143
C -4.31325 -3.15337 -1.75049 0.016 -0.036 -0.030
C -2.84895 -2.76678 -1.58763 0.026 -0.105 -0.032
O -2.59866 -1.52861 -1.78786 -0.665 -0.328 -0.091
C -1.96716 -3.77081 -1.21720 -0.014 0.008 0.002
C -0.56594 -3.64231 -0.87188 0.003 -0.001 -0.001
C 0.14017 -4.85079 -0.30604 0.017 -0.006 -0.004
N 0.03718 -2.51224 -1.00325 0.361 -0.442 0.067
N 1.34487 -2.40937 -0.53488 0.001 -0.077 -0.016
C 1.77114 -1.16946 -0.56118 0.170 -0.070 0.024
O 1.16548 -0.11367 -0.97196 0.694 -0.089 0.036
C 3.16298 -0.98159 -0.01286 0.004 0.010 -0.012
C 3.68678 0.30263 0.09856 0.013 0.018 -0.019
C 4.95706 0.51276 0.61998 0.003 -0.004 -0.003
C 5.72790 -0.56382 1.03186 0.009 -0.004 0.004
C 5.21581 -1.85189 0.91674 0.005 -0.005 -0.001
C 3.94646 -2.05865 0.40186 -0.017 0.009 0.016
H -4.69637 -2.72500 -2.67895 -0.001 -0.007 -0.007
H -4.88829 -2.72246 -0.92544 0.000 0.022 -0.011
H -4.47161 -4.23204 -1.75526 0.001 0.002 0.008
H -2.39116 -4.76063 -1.09895 -0.002 0.003 -0.006
H -0.48604 -5.73960 -0.37922 -0.003 0.000 0.000
H 0.39653 -4.67731 0.74093 -0.004 0.004 0.001
H 1.08182 -5.01675 -0.83019 0.000 0.000 0.001
H 3.08300 1.13451 -0.23993 -0.040 -0.009 -0.001
H 5.34573 1.52139 0.70296 0.002 0.000 0.001
H 6.71949 -0.40388 1.43876 0.001 0.001 0.000
H 5.81171 -2.70015 1.23378 0.000 0.002 0.003
H 3.52893 -3.05218 0.31483 -0.001 -0.003 -0.003
C 1.73741 4.74079 0.76820 0.005 0.010 0.000
C 1.06563 3.69854 1.57775 -0.021 -0.002 0.003
N 1.04235 3.64264 2.87228 0.010 0.022 0.013
N 0.30571 2.51573 3.13288 0.025 -0.034 -0.047
C -0.11147 1.86180 2.03082 0.051 0.023 -0.038
S -0.97293 0.44545 1.93311 -0.178 -0.066 -0.038
N 0.37421 2.65501 1.02242 0.037 -0.067 -0.049
N 0.24197 2.46883 -0.35281 0.006 -0.016 0.016
H 2.27517 5.41180 1.43364 0.001 0.000 0.000
H 1.00717 5.30434 0.18743 0.000 -0.006 -0.003
H 2.42565 4.28078 0.06048 0.007 -0.005 0.002
H 0.17002 2.19143 4.07191 0.006 0.003 0.005
H -0.75177 2.53970 -0.58183 0.007 -0.027 -0.068
H 0.57537 1.51868 -0.58721 0.223 0.157 0.163
N -4.69890 1.66311 -0.64962 0.044 0.029 -0.001
C -4.74007 2.95241 -0.17560 0.004 -0.007 0.013
C -3.49441 3.45392 -0.40327 -0.041 0.020 0.014
N -2.69749 2.50493 -0.99926 -0.181 0.039 -0.050
C -3.45346 1.44064 -1.13121 0.036 -0.022 0.057
H -5.43083 0.97712 -0.60964 0.002 -0.005 -0.002
H -5.62166 3.37720 0.26988 0.004 0.002 0.000
H -3.12303 4.43811 -0.17008 0.001 0.004 0.001
H -3.17202 0.47599 -1.53050 -0.035 -0.099 -0.059
```
Forces are in eV/Å.

Computed properties:
Charge: -1
Relative energy (zero: lowest compared OMol25 entry of this formula, charge and spin) (kcal/mol): 7.4
LUMO (eV): 2.25
Total energy (eV): -50293.1605

Löwdin atomic charge list, values in e, 6 entries: 0.33, -0.06, -0.50, -0.16, -0.05, -0.35


4.
ORCA calculation (ωB97M-V with the def2-TZVPD basis set) on a molecular structure, C18H23AgF5N3O2S2.

The geometry in XYZ format:
```
54
Properties=species:S:1:pos:R:3:forces:R:3
Ag 0.47608 -1.11780 0.50659 -0.112 -0.333 0.429
O -0.01281 -3.36567 -1.07012 -0.004 -0.023 -0.128
C -0.93605 -3.12108 -2.12099 0.074 0.070 0.051
C -2.38587 -3.30510 -1.71688 -0.070 -0.008 -0.049
C -2.81077 -2.46808 -0.51064 -0.044 0.121 0.026
C -2.85441 -0.98551 -0.77365 0.027 -0.111 0.084
C -3.91931 -0.40628 -1.46417 -0.032 -0.008 -0.003
C -3.97036 0.96643 -1.61180 -0.011 -0.004 -0.027
C -2.95642 1.73605 -1.05835 0.008 0.013 0.015
C -1.92794 1.08067 -0.40606 0.043 -0.067 -0.134
N -1.85956 -0.24642 -0.28093 0.025 0.251 -0.047
H -0.35405 -4.04661 -0.47937 -0.013 0.034 0.042
H -0.71755 -3.77083 -2.97516 0.028 -0.018 -0.041
H -0.75908 -2.08757 -2.43081 0.024 -0.003 0.007
H -2.56757 -4.36162 -1.49488 0.014 -0.001 0.008
H -3.00972 -3.05796 -2.58332 -0.006 -0.049 0.013
H -2.14003 -2.63792 0.33034 -0.020 -0.018 -0.047
H -3.80729 -2.78849 -0.19896 -0.020 0.002 0.005
H -4.70798 -1.03731 -1.85657 0.016 0.014 0.014
H -4.79604 1.43293 -2.13482 0.009 -0.004 0.009
H -2.96507 2.81601 -1.12323 -0.001 -0.019 -0.001
H -1.11200 1.64058 0.03997 -0.020 -0.016 0.004
F -0.99541 -3.31621 2.04056 0.045 -0.137 0.035
C -0.06170 -2.29847 2.30827 0.063 0.259 -0.106
F 0.96659 -2.95073 2.98097 0.019 -0.045 -0.030
C -0.74351 -1.47431 3.39967 0.117 -0.171 -0.065
F -1.82359 -0.83552 2.91868 -0.104 0.065 -0.051
F -1.15609 -2.19399 4.45710 -0.042 -0.026 0.111
F 0.10093 -0.53596 3.87360 0.026 0.090 0.019
N 1.79942 5.28469 3.34928 -0.037 0.069 0.085
C 2.66296 4.28688 3.60868 -0.018 -0.183 -0.064
S 3.86237 4.42851 4.72160 -0.006 -0.028 -0.096
C 2.45019 3.05253 2.78229 0.074 0.231 0.083
C 2.85052 1.81195 3.24835 -0.014 -0.098 0.115
C 2.61336 0.69202 2.46933 -0.035 -0.129 0.027
N 2.04089 0.74065 1.26741 -0.014 0.196 -0.092
C 1.68093 1.93796 0.80987 0.075 0.041 0.070
C 1.85524 3.11094 1.52652 -0.037 0.017 -0.160
H 1.86368 6.10986 3.92225 -0.013 0.009 -0.019
H 0.94168 5.11536 2.85278 0.003 -0.022 -0.017
H 3.31899 1.72307 4.21855 0.007 0.001 -0.022
H 2.87459 -0.29545 2.83070 -0.007 0.002 -0.007
H 1.23439 1.96191 -0.17948 0.032 -0.018 0.015
H 1.56233 4.04954 1.07384 0.010 0.011 0.029
C 0.85648 0.05416 -4.17971 -0.102 -0.092 -0.090
S 1.77060 0.44045 -2.69818 -0.054 0.099 0.460
C 3.34186 -0.21375 -3.22688 0.115 -0.047 -0.060
O 1.28100 -0.49626 -1.63897 -0.020 0.137 -0.371
H 1.23020 0.66856 -5.00025 -0.027 -0.043 0.022
H -0.18567 0.29766 -3.97617 0.009 -0.019 -0.041
H 0.96509 -1.00961 -4.39566 -0.047 0.038 -0.024
H 3.67705 0.32911 -4.11184 0.024 -0.041 0.036
H 3.21551 -1.27753 -3.43189 0.046 0.032 0.002
H 4.04292 -0.06643 -2.40744 -0.002 -0.024 -0.025
```
Forces are in eV/Å.

Computed properties:
Relative energy (zero: lowest compared OMol25 entry of this formula, charge and spin) (kcal/mol): 20.5
LUMO (eV): -0.33
Total energy (eV): -66860.8102

Löwdin atomic charge list, values in e, 6 entries: 0.73, -0.11, -0.27, -0.17, -0.13, -0.27


5.
ORCA calculation (ωB97M-V with the def2-TZVPD basis set) on 3 unconnected molecules or ions with the total composition C18H23BN2O5 in a non-equilibrium geometry.

The geometry in XYZ format:
```
49
Properties=species:S:1:pos:R:3:forces:R:3
C 3.59981 1.07653 1.41071 -0.413 0.605 -0.768
C 2.69555 1.70545 1.93397 -0.408 0.690 0.354
C 1.62506 2.69513 2.52074 1.081 -0.391 -0.344
C 1.62609 4.00432 1.59033 0.145 -1.126 0.010
C 1.08045 3.63942 0.14222 1.251 2.026 0.895
O -0.35550 3.43063 0.25496 -0.428 -2.265 -1.421
C -0.72019 2.11863 0.06282 0.339 -1.275 -0.373
O -0.05625 1.14465 0.37250 -0.550 1.676 -0.126
O -1.94153 1.89985 -0.58033 0.380 1.730 2.068
B -2.95495 1.38786 0.30472 -0.940 -1.744 0.601
O -2.92122 -0.00725 0.60127 0.412 1.998 0.310
O -4.01627 2.12826 0.86682 1.997 -0.344 -0.521
C -3.60882 2.93339 1.99427 -1.105 1.581 0.980
C -3.00729 4.35708 1.57665 0.691 -0.743 0.131
H 4.34651 0.65181 0.69305 -1.137 0.435 1.462
H 0.59948 2.21833 2.56544 1.287 0.453 -0.243
H 1.89764 2.96872 3.58919 -0.164 -0.342 -1.355
H 1.00090 4.81173 2.08810 0.647 -0.951 -0.845
H 2.69452 4.36996 1.49063 -1.262 -0.374 0.131
H 1.64246 2.80593 -0.36052 -0.843 0.560 0.808
H 1.22690 4.57833 -0.48751 -0.504 -1.265 0.621
H -2.06647 -0.25540 1.00496 -0.301 -0.081 -0.766
H -4.56136 3.16139 2.57654 1.134 -0.588 -0.768
H -2.94528 2.37263 2.72824 -0.540 0.488 -1.122
H -1.99920 4.44423 2.07492 -0.953 0.138 -0.670
H -3.62770 5.22978 1.92645 0.448 -1.082 -0.512
H -2.85087 4.37640 0.45353 -0.258 0.143 1.418
C -0.69790 -1.66779 -3.35982 -0.085 0.003 -0.044
C 0.23721 -2.17597 -4.24876 -0.044 0.030 0.062
C 1.58101 -2.01815 -3.94792 0.277 0.143 0.271
N 2.03117 -1.39923 -2.84875 -0.466 -0.062 -0.118
C 1.10814 -0.91542 -2.00617 0.406 0.008 -0.145
C -0.25816 -1.02422 -2.21329 -0.070 -0.010 -0.051
H -1.75863 -1.77211 -3.55860 0.046 0.001 0.019
H -0.06932 -2.68352 -5.15444 0.041 0.007 0.030
H 2.34996 -2.40133 -4.61070 -0.065 -0.017 -0.029
H 1.50144 -0.41739 -1.12551 -0.124 -0.002 0.029
H -0.95912 -0.61567 -1.49658 0.063 0.005 -0.002
C 1.87602 -4.90806 0.43514 0.086 0.015 0.031
C 1.24215 -6.00895 0.99050 0.023 0.062 -0.040
C -0.04517 -6.30467 0.57091 -0.309 0.124 -0.251
N -0.71615 -5.58662 -0.33834 0.453 0.099 0.141
C -0.08320 -4.52727 -0.85865 -0.329 -0.300 0.074
C 1.20387 -4.14884 -0.50992 0.063 -0.041 0.071
H 2.88363 -4.64425 0.73600 -0.046 -0.007 -0.018
H 1.73568 -6.62426 1.73198 -0.041 0.002 -0.026
H -0.58135 -7.15767 0.97393 0.061 0.004 0.034
H -0.65100 -3.96285 -1.59077 0.087 0.036 0.012
H 1.66727 -3.28352 -0.96492 -0.034 -0.053 -0.006
```
Forces are in eV/Å.

Computed properties:
LUMO (eV): 0.50
SMILES: C#CCCCOC(=O)OB(O)OCC.c1ccncc1.c1ccncc1
Total energy (eV): -32932.6239

Löwdin atomic charge list, values in e, 6 entries: 0.07, -0.14, -0.18, -0.15, -0.14, 0.00


Q: Look up the total energy of the fourth one.
A: -66860.8102 eV


Q: Which of these has the lowest total energy?
A: C18H23AgF5N3O2S2


Q: Which of these has the lowest total energy?
A: C18H23AgF5N3O2S2


Q: Number 4 is which compound?
A: C18H23AgF5N3O2S2